DFT (ωB97M-V/def2-TZVPD) results for a single C4H8N2S molecule at a distorted geometry.

## Properties
- gap between HOMO and LUMO (eV) = 9.995
- net charge = 0
- relative energy (zero: lowest compared OMol25 entry of this formula, charge and spin) (eV) = 2.082
- LUMO energy (eV) = 0.6
- HOMO level (eV) = -9.361

Geometry (Å):
H -1.42194 2.44286 -0.37838
N -0.36051 2.29780 -0.07630
C -0.15118 1.06323 -0.14605
C 1.32143 0.60655 -0.01233
C 1.26513 -0.94882 -0.11776
C -0.30753 -1.23733 -0.04821
N -0.91595 -0.04168 -0.43347
S -2.56185 -0.07719 -0.12828
H 1.98732 1.01413 -0.76677
H 1.73536 1.17601 0.92262
H 1.80702 -1.50800 0.74533
H 1.62033 -1.27440 -1.08962
H -0.54501 -2.07548 -0.74810
H -0.77183 -1.53749 0.96546
H -2.70079 0.09983 1.31185

***

DFT (ωB97M-V/def2-TZVPD) results for a molecular structure, C30H17F15GeN3S3Zr.

## Properties
- gap between HOMO and LUMO (eV) = 7.010
- net charge = +1
- relative energy (zero: lowest compared OMol25 entry of this formula, charge and spin) (eV) = 0.000
- LUMO energy (eV) = -4.7
- HOMO level (eV) = -11.710

Geometry (Å):
Zr 0.53781 -0.22329 -1.24561
C 4.58450 3.29496 -3.54741
S 4.77810 1.78904 -2.58972
C 3.16055 1.19875 -2.50633
S 3.04966 -0.35419 -1.67098
N 2.19879 1.86662 -3.06263
N 0.96780 1.23786 -2.86038
C 0.00437 1.66842 -3.58004
C -1.31352 1.02757 -3.44562
C -2.41747 1.47048 -4.13927
C -3.62112 0.79212 -3.94963
C -3.65626 -0.28367 -3.08640
C -2.49587 -0.65486 -2.41500
N -1.34712 -0.01113 -2.59314
H 5.58453 3.71877 -3.61442
H 3.92293 3.99390 -3.04235
H 4.20912 3.08369 -4.54492
H 0.17973 2.47208 -4.29032
H -2.34236 2.31511 -4.80895
H -4.51266 1.10637 -4.47363
H -4.56641 -0.83804 -2.91092
H -2.48586 -1.47974 -1.71496
F -0.41441 3.30015 4.16847
C -1.64990 2.78227 4.12441
C -1.91636 1.65212 3.37252
C -3.23538 1.22500 3.34194
F -3.58570 0.18114 2.57620
C -4.24180 1.85001 4.05432
F -5.49175 1.40653 4.00125
C -3.93181 2.96530 4.81756
F -4.87991 3.58437 5.49802
C -2.63024 3.43964 4.85162
F -2.33526 4.51864 5.56309
Ge -0.62697 0.75471 2.26480
S -1.16605 1.12847 0.16066
C 1.21872 1.20195 2.67622
C 2.17470 1.48439 1.71464
F 1.82697 1.54133 0.39818
C 3.50677 1.71592 1.99719
F 4.37407 1.99913 1.03594
C 3.92230 1.65302 3.32002
F 5.18744 1.87521 3.62762
C 3.00829 1.35045 4.31779
F 3.40592 1.27794 5.57806
C 1.68418 1.12329 3.97753
F 0.84037 0.80467 4.96704
C -0.63830 -1.18477 2.56431
C -1.29365 -1.90177 3.55660
F -2.04125 -1.29888 4.47544
C -1.18006 -3.28231 3.67575
F -1.82427 -3.92794 4.63192
C -0.37708 -3.99114 2.79855
F -0.25969 -5.30061 2.91232
C 0.32372 -3.31799 1.80573
F 1.12196 -3.98117 0.98309
C 0.15225 -1.95486 1.74265
F 0.91841 -1.30402 0.76259
C 1.19177 -2.33096 -4.19896
C 0.08350 -2.80851 -3.27171
C -0.03222 -4.32981 -3.32212
C 0.28652 -2.33698 -1.82410
H 1.01956 -2.68986 -5.21470
H 2.16568 -2.70178 -3.87073
H 1.27913 -1.24200 -4.24764
H -0.86460 -2.39960 -3.64458
H 0.89409 -4.79740 -2.98090
H -0.22337 -4.68066 -4.33754
H -0.83938 -4.69079 -2.68396
H 1.20408 -2.80117 -1.42185
H -0.53029 -2.75149 -1.20262

***

DFT (ωB97M-V/def2-TZVPD) results for a gas-phase ion, C3H10N4OP (charge +1) at a distorted geometry.

## Properties
- gap between HOMO and LUMO (eV) = 7.196
- net charge = +1
- relative energy (zero: lowest compared OMol25 entry of this formula, charge and spin) (eV) = 0.000
- LUMO energy (eV) = -6.2
- HOMO level (eV) = -13.368

Geometry (Å):
N 3.53543 0.07988 -0.45068
P 2.28593 0.07160 0.45656
N 1.02514 1.14781 -0.19318
C -0.23915 0.73757 -0.17343
N -0.92694 0.69569 0.99052
C -1.96547 -0.38913 0.90486
O -1.48603 -1.47543 0.19716
C -1.05958 -1.17563 -1.11769
N -0.88279 0.26290 -1.30416
H 4.34891 0.35467 0.09399
H 2.51203 0.41353 1.80136
H 1.62628 -1.16450 0.46178
H 1.30208 2.05861 -0.53887
H -1.44543 1.58602 0.98303
H -2.14194 -0.73177 1.91081
H -2.91991 -0.00286 0.55094
H -0.09405 -1.64332 -1.25175
H -1.70225 -1.56779 -1.89138
H -1.77224 0.74214 -1.42988

***

DFT (ωB97M-V/def2-TZVPD) results for a molecular structure, C20H21CoF9N2O2.

## Properties
- gap between HOMO and LUMO (alpha / beta) (eV) = 7.476 / 8.306
- spin multiplicity = 2
- net charge = 0
- <S²> = 0.795
- LUMO energy (alpha / beta) (eV) = -0.1 / -0.1
- HOMO level (alpha / beta) (eV) = -7.546 / -8.377

Geometry (Å):
Co 0.25633 0.48621 0.53860
C 1.07540 1.40621 2.25540
C 0.56186 2.37649 1.35420
C 1.28811 2.27085 0.11148
C 2.21409 1.21431 0.22350
C 2.04583 0.64692 1.54080
C 2.85203 -0.47620 2.12056
C 3.17035 0.74536 -0.82919
C 1.00417 3.09110 -1.10933
C -0.49959 3.38961 1.64343
C 0.65332 1.18745 3.67498
H 3.45850 -0.11878 2.95570
H 3.53084 -0.89883 1.38036
H 2.22823 -1.28741 2.49973
H 4.15550 1.20349 -0.70736
H 2.80851 0.99771 -1.82685
H 3.30860 -0.33690 -0.79475
H 1.88902 3.17566 -1.74060
H 0.69240 4.09936 -0.83602
H 0.19948 2.64330 -1.69798
H -0.05862 4.34018 1.95586
H -1.16182 3.05375 2.44064
H -1.11264 3.57425 0.76196
H 0.89040 0.17532 4.00601
H -0.41966 1.33741 3.80219
H 1.16557 1.88055 4.34803
F -4.26993 -0.18273 0.88790
C -3.06080 0.37727 0.77906
F -2.22597 -0.33079 1.56519
F -3.13221 1.60463 1.30385
C -2.51394 0.42460 -0.68482
O -1.20254 0.66252 -0.72536
C -3.26324 1.56459 -1.45480
F -3.09289 1.42396 -2.77673
F -4.58218 1.58822 -1.21350
F -2.77149 2.75785 -1.11590
C -2.85607 -0.94102 -1.37138
F -2.11740 -1.09872 -2.48474
F -4.13842 -1.06612 -1.72315
F -2.55348 -1.97281 -0.56511
N 0.23277 -2.60331 -3.84732
C 0.69023 -3.51394 -2.94859
O 1.23028 -4.55443 -3.26350
C 0.53396 -3.12970 -1.50504
C 0.42006 -4.13205 -0.55236
C 0.24740 -3.77862 0.77217
C 0.22528 -2.43635 1.10672
N 0.37514 -1.47068 0.19938
C 0.51658 -1.81125 -1.08531
H 0.26563 -2.86819 -4.81773
H -0.42748 -1.89605 -3.57156
H 0.45770 -5.16633 -0.86852
H 0.12628 -4.52614 1.54340
H 0.07968 -2.11229 2.12920
H 0.61091 -0.98950 -1.78277

***

DFT (ωB97M-V/def2-TZVPD) results for 2 unconnected molecules or ions with the total composition CH5O2 at a distorted geometry.

## Properties
- gap between HOMO and LUMO (eV) = 8.013
- net charge = -1
- relative energy (zero: lowest compared OMol25 entry of this formula, charge and spin) (eV) = 0.222
- LUMO energy (eV) = 4.7
- HOMO level (eV) = -3.312

Geometry (Å):
C -0.88469 0.64618 0.96822
O -0.75853 0.07069 -0.28573
H -1.89879 1.08912 1.03395
H -0.71582 0.00649 1.84713
H -0.23523 1.55699 1.05240
H 2.17743 -0.79835 -0.20428
H 0.30512 -0.16771 -0.57223
O 1.45210 -0.76441 -0.83878

***

DFT (ωB97M-V/def2-TZVPD) results for 5 unconnected molecules or ions with the total composition H10O5 at a distorted geometry.

## Properties
- gap between HOMO and LUMO (eV) = 10.172
- net charge = 0
- relative energy (zero: lowest compared OMol25 entry of this formula, charge and spin) (eV) = 1.099
- LUMO energy (eV) = 0.0
- HOMO level (eV) = -10.157

Geometry (Å):
O 1.48447 -1.97367 1.29293
H 2.21247 -2.58267 1.28993
H 1.05747 -2.04467 0.44693
O 0.22347 0.56633 -2.27507
H 1.15547 0.57933 -2.44507
H 0.06847 -0.36767 -2.29807
O -1.08353 0.21533 2.15793
H -0.28453 0.40333 1.63693
H -1.72153 -0.11867 1.50193
O 1.18947 0.73133 0.56493
H 0.84747 0.61333 -0.33607
H 1.62447 -0.02167 0.97993
O -2.22753 0.95433 -0.85507
H -1.54153 1.59233 -1.09107
H -3.00453 1.45333 -0.57107

***

Molar mass
In order: 116.2, 964.5, 149.1, 551.3, 49.0, 90.1
Unit: g/mol